P:
The molecule C4H7NO2S2, computed with wB97M-V/def2-TZVPD.

Each line ends with the Mulliken charge.
Positions of all 16 atoms, in Å:
1 C 1.009 1.579 0.156  0.276
2 C 0.327 0.746 -0.937  -0.527
3 C 0.159 -0.340 1.322  -0.682
4 C -0.239 -0.595 -0.149  0.502
5 N 0.817 0.936 1.322  -0.084
6 O 1.365 2.746 -0.031  -0.655
7 O -1.585 -0.694 -0.487  -0.506
8 S -1.392 -0.168 2.353  -0.195
9 S 0.683 -2.135 -0.713  -0.207
10 H -0.441 1.474 -1.198  0.209
11 H 0.785 0.477 -1.901  0.410
12 H 0.858 -1.064 1.702  0.475
13 H 1.058 1.458 2.214  0.284
14 H -1.656 -0.958 -1.450  0.387
15 H -1.708 0.750 1.406  0.159
16 H 0.157 -2.950 0.230  0.153

## Properties
HOMO energy: -9.5 eV
SMILES: O=C1C[C@@](O)(S)[C@H](S)N1
lowest unoccupied orbital energy: 0.395 eV



Q:
The molecule C4H7NO2S2, computed with wB97M-V/def2-TZVPD.

Each line ends with the Mulliken charge.
Positions of all 16 atoms, in Å:
1 C -0.259 0.945 2.451  -0.944
2 C -0.122 0.552 1.171  0.452
3 C -0.486 1.486 0.091  0.532
4 C -0.024 -1.902 -1.847  -0.622
5 N 0.324 1.451 -1.033  -0.324
6 O -1.392 2.282 0.098  -0.593
7 O 1.223 -1.633 1.924  -0.554
8 S -0.961 -1.831 -0.262  -0.033
9 S 0.748 -0.956 0.703  0.234
10 H 0.035 0.353 3.205  0.420
11 H -0.694 1.912 2.727  0.276
12 H 0.462 -2.869 -1.965  0.350
13 H 0.738 -1.126 -1.725  0.093
14 H -0.664 -1.505 -2.654  0.329
15 H 0.995 0.745 -1.116  0.164
16 H 0.074 2.098 -1.768  0.220

## Properties
HOMO energy: -9.6 eV
lowest unoccupied orbital energy: -0.115 eV



Energy ordering: P at the bottom, the next structure 18.2 kcal/mol above.



P:
A cluster of 2 separate species, C5H13NSi in total, computed with wB97M-V/def2-TZVPD.

Each line ends with the Mulliken charge.
Positions of all 20 atoms, in Å:
1 C 1.183 -0.128 -1.352  0.299
2 C 0.092 0.143 -0.701  -0.402
3 C 2.084 -1.371 -1.320  -0.891
4 C -1.061 2.551 -1.593  -1.112
5 C -0.459 -1.735 1.839  -0.929
6 N -0.533 1.137 1.922  -0.442
7 Si -0.911 -0.162 0.860  0.228
8 H 1.475 0.692 -2.159  0.216
9 H 1.975 -2.097 -0.424  0.253
10 H 1.858 -1.842 -2.265  0.289
11 H 3.038 -0.876 -1.130  0.284
12 H -0.505 2.956 -0.835  0.403
13 H -0.853 1.949 -2.423  0.375
14 H -2.068 2.861 -1.406  0.313
15 H 0.663 -1.812 2.104  0.258
16 H -0.910 -1.692 2.868  0.263
17 H -0.622 -2.659 1.236  0.288
18 H -1.009 1.199 2.826  0.203
19 H -0.405 2.146 1.628  0.221
20 H -2.347 -0.171 0.643  -0.117

## Properties
HOMO energy (spin up / spin down): -8.6 / -7.9 eV
lowest unoccupied orbital energy (spin up / spin down): 0.150 / 0.375 eV



Q:
A cluster of 2 separate species, C5H13NSi in total, computed with wB97M-V/def2-TZVPD.

Each line ends with the Mulliken charge.
Positions of all 20 atoms, in Å:
1 C -2.881 0.498 0.318  -0.658
2 C -2.310 -0.344 -0.578  -0.219
3 C 0.774 0.664 1.220  -1.143
4 C 1.491 1.779 -0.880  -1.023
5 C 1.225 -2.808 0.368  -1.178
6 N 0.495 0.964 -0.204  0.222
7 Si -0.462 -0.199 -1.088  0.053
8 H -3.761 0.309 0.844  0.276
9 H -2.506 1.516 0.638  0.249
10 H -2.893 -1.237 -0.658  0.348
11 H 1.063 1.525 1.680  0.472
12 H -0.108 0.343 1.549  0.404
13 H 1.545 -0.114 1.291  0.233
14 H 2.623 1.435 -0.822  0.246
15 H 1.229 1.816 -1.880  0.397
16 H 1.366 2.784 -0.581  0.367
17 H 0.848 -2.611 1.311  0.381
18 H 0.565 -3.370 -0.188  0.384
19 H 2.182 -3.051 0.210  0.342
20 H -0.485 0.101 -2.550  -0.152

## Properties
HOMO energy (spin up / spin down): -8.6 / -6.8 eV
lowest unoccupied orbital energy (spin up / spin down): -0.156 / 0.134 eV



Energy ordering: P at the bottom, the next structure 19.0 kcal/mol above.